No. 1
{"formula": "C4H4O2", "method": "the ωB97M-V functional and the def2-TZVPD basis", "smiles": "C#CC(=O)CO", "e_lumo_ev": -0.101, "homo_ev": -10.63, "orbital_gap_ev": 10.53, "elements": ["C", "C", "C", "O", "C", "O", "H", "H", "H", "H"], "xyz": [[0.6270, -0.9091, 2.3155], [0.0690, -0.5987, 1.2938], [-0.5750, -0.0917, 0.0933], [-1.7770, 0.0677, 0.0195], [0.3167, 0.2822, -1.0787], [-0.3237, 1.2087, -1.9011], [1.1087, -1.1771, 3.2314], [1.2684, 0.6847, -0.7121], [0.5465, -0.6550, -1.6172], [-1.2604, 1.1881, -1.6444]], "forces_ev_per_angstrom": [[-0.2, 0.1, -0.4], [0.3, -0.2, 0.5], [-0.4, 0.1, -0.1], [0.5, 0.0, 0.1], [0.2, -0.1, 0.2], [-0.2, 0.0, -0.1], [-0.1, 0.0, -0.2], [-0.1, 0.0, 0.0], [0.0, 0.1, 0.1], [0.1, 0.0, -0.1]], "nbo_charge": [-0.1142, -0.1433, 0.4928, -0.5086, -0.1464, -0.7012, 0.2423, 0.1966, 0.1943, 0.4876]}

***

No. 2
{"formula": "C41H54NO21", "method": "the ωB97M-V functional and the def2-TZVPD basis", "e_lumo_ev": -4.367, "homo_ev": -10.46, "charge": 1, "orbital_gap_ev": 6.09, "elements": ["C", "N", "C", "C", "C", "C", "O", "H", "H", "H", "H", "H", "H", "H", "H", "H", "H", "H", "H", "H", "H", "C", "C", "C", "O", "C", "C", "C", "O", "O", "O", "H", "H", "H", "H", "C", "C", "C", "O", "C", "C", "C", "O", "O", "O", "H", "H", "H", "H", "C", "C", "C", "O", "C", "C", "C", "O", "O", "O", "H", "H", "H", "H", "C", "C", "C", "O", "C", "C", "C", "O", "O", "O", "H", "H", "H", "H", "C", "C", "O", "C", "H", "H", "H", "H", "H", "H", "C", "C", "O", "C", "H", "H", "H", "H", "H", "H", "C", "C", "O", "C", "H", "H", "H", "H", "H", "H", "C", "C", "O", "C", "H", "H", "H", "H", "H", "H"], "xyz": [[-2.4305, -1.3296, 2.1190], [-1.9968, -1.6682, 0.6431], [-3.0081, -1.0319, -0.2759], [-0.6773, -1.0935, 0.4571], [-1.9223, -3.0953, 0.6384], [-1.3672, -3.7104, -0.6467], [-1.1937, -5.1522, -0.6515], [-2.5023, -0.1950, 2.1978], [-1.6461, -1.7167, 2.8766], [-3.3935, -1.6914, 2.3376], [-2.6950, -0.9353, -1.3419], [-3.2054, -0.1364, 0.2203], [-3.9980, -1.5309, -0.1588], [-0.4599, 0.0706, 0.7497], [-0.3262, -1.2640, -0.6267], [-0.1143, -1.6770, 1.2151], [-2.7176, -3.6301, 0.8418], [-1.3269, -3.1490, 1.4744], [-0.4704, -3.2934, -0.9314], [-1.9627, -3.2712, -1.4761], [-1.3143, -5.4091, -1.6923], [2.3556, 3.9126, 0.3845], [1.5214, 3.3640, 1.5271], [1.9764, 3.6028, 2.8966], [1.4168, 3.0133, 3.8528], [3.1363, 4.3982, 3.1260], [3.9347, 4.8550, 1.9051], [3.5297, 4.6114, 0.6001], [4.1005, 5.1095, -0.3989], [5.2646, 5.0763, 2.0806], [0.3598, 2.7017, 1.4519], [2.0442, 3.9326, -0.4274], [3.2487, 4.1758, 4.1656], [5.4246, 4.8056, 3.0074], [0.0066, 2.6619, 2.3450], [-2.9643, 3.2001, 0.6133], [-2.2435, 4.5445, 0.2523], [-2.0902, 5.5007, 1.2956], [-1.6246, 6.6317, 1.0566], [-2.2496, 5.1659, 2.6887], [-2.9511, 3.8512, 3.0498], [-3.3072, 2.8635, 1.9668], [-3.9240, 1.7403, 2.2210], [-3.5284, 3.6300, 4.2191], [-1.9881, 4.9067, -0.9921], [-3.1007, 2.5370, -0.2932], [-2.0507, 6.0448, 3.5434], [-3.6029, 4.3990, 4.8184], [-1.8057, 5.8199, -1.1268], [0.1756, 2.7948, -3.9464], [1.3861, 3.1346, -4.8119], [2.1744, 2.2067, -5.5384], [3.0220, 2.4487, -6.3250], [1.9159, 0.8230, -5.3138], [0.8288, 0.3553, -4.2123], [-0.0713, 1.3320, -3.6529], [-1.1132, 1.0389, -2.9315], [0.4998, -0.9566, -3.9033], [1.5761, 4.4501, -5.0623], [-0.3722, 3.5685, -3.4279], [2.5133, 0.1459, -5.6665], [0.9640, -1.5689, -4.5101], [2.5096, 4.4729, -5.5399], [5.1542, 1.5942, 2.0173], [5.7570, 1.8267, 0.6209], [5.3008, 1.1442, -0.6132], [5.7427, 1.2786, -1.6780], [4.1922, 0.1138, -0.3847], [3.6424, -0.0668, 1.0710], [4.0577, 0.6185, 2.2289], [3.6058, 0.6088, 3.3724], [2.5954, -0.9917, 1.2952], [6.7194, 2.7902, 0.4744], [5.6764, 1.9890, 2.9302], [3.7475, -0.5456, -1.1313], [2.3088, -1.6064, 0.4752], [7.0246, 2.4548, -0.3662], [1.5013, -6.9138, -5.1332], [0.1897, -6.8419, -4.3646], [-0.6110, -5.8369, -4.3504], [-0.3014, -8.1362, -3.6778], [1.7871, -5.8945, -5.5784], [1.5078, -7.6218, -5.9270], [2.4606, -7.1506, -4.8032], [-1.1397, -7.9130, -3.1644], [0.4460, -8.4367, -2.9833], [-0.6200, -8.7716, -4.3817], [3.7125, -4.7274, -1.6072], [2.7979, -4.0689, -0.6716], [2.3217, -2.9376, -0.7307], [2.2634, -5.0312, 0.3959], [4.4242, -5.2032, -1.0091], [4.0006, -3.8684, -2.2024], [2.9862, -5.3206, -2.4014], [1.7363, -4.3682, 0.9967], [3.1870, -5.6536, 0.9517], [1.7381, -5.9044, -0.0783], [-7.3339, 0.7869, 0.5907], [-7.2484, 0.2778, -0.8473], [-6.5172, -0.6905, -1.1803], [-8.1089, 0.9740, -1.8921], [-6.6444, 0.1684, 1.1447], [-8.3882, 0.6033, 0.7278], [-7.1134, 1.7759, 0.8700], [-8.0832, 0.2534, -2.7418], [-7.6180, 1.9949, -2.0707], [-9.0557, 1.1015, -1.5418], [-1.1006, 1.5571, 5.3886], [-0.1807, 0.5087, 4.7682], [-0.1237, 0.2768, 3.5856], [0.6641, -0.2596, 5.7705], [-0.5895, 2.4404, 5.3886], [-1.3474, 1.2433, 6.4164], [-1.8514, 1.6058, 4.7245], [1.3262, 0.3303, 6.5180], [1.2977, -1.0490, 5.3885], [-0.0662, -0.8986, 6.4436]], "forces_ev_per_angstrom": [[2.2, 2.1, 0.2], [-3.0, 2.5, 1.0], [-1.0, -1.4, -0.2], [3.0, 1.8, -0.3], [4.1, -0.3, -2.5], [-0.9, 0.0, -0.8], [-1.3, 0.5, -3.6], [0.4, -1.5, -0.1], [-1.2, 0.6, -1.6], [-1.2, -0.9, -0.1], [0.0, -0.1, 1.1], [-0.1, 2.1, 0.0], [0.8, -0.2, -0.4], [-1.4, -2.9, -0.7], [-0.5, 0.3, 1.8], [0.6, 0.6, -0.9], [-4.9, -1.7, 1.1], [2.0, -1.7, 1.7], [2.6, 0.9, 0.1], [-0.6, -1.0, 0.3], [0.4, 0.7, 3.8], [-0.9, -3.7, 16.7], [2.0, 1.6, -4.3], [-0.2, -0.6, 1.5], [0.2, 1.0, -1.7], [1.2, 0.9, -5.3], [1.1, -2.3, 9.4], [0.1, 1.8, -4.7], [-0.1, -0.7, 1.9], [-1.4, 0.1, 0.4], [1.0, 0.9, -1.6], [-5.2, -0.2, -13.3], [1.9, 1.1, 0.8], [0.3, 0.5, -0.5], [0.0, -0.4, 0.9], [3.2, 4.5, -3.3], [-4.1, -5.8, -0.3], [2.6, 3.3, 2.5], [-0.9, -1.2, -0.8], [-2.8, -3.4, 3.8], [1.5, 5.9, -1.0], [-1.6, -3.9, -0.1], [2.4, 4.2, -0.5], [0.1, -0.4, 0.2], [-0.6, -2.7, 0.4], [0.0, 0.6, 1.6], [-0.6, -2.7, -2.6], [0.5, -0.3, -0.7], [0.5, 1.7, 0.6], [5.4, -1.3, -3.1], [-6.9, 2.9, 4.2], [-1.0, -3.7, 1.0], [2.4, 2.4, -2.1], [-8.5, -0.1, 7.9], [4.3, -1.0, -5.2], [-4.6, 2.9, 2.9], [4.1, 0.4, -2.5], [1.0, 1.8, -0.9], [3.0, -1.3, -1.0], [0.0, -0.1, -0.2], [3.3, -3.8, -2.2], [-0.2, 0.5, 0.4], [-2.5, 0.2, 1.0], [3.1, 0.5, -5.3], [-1.6, 1.2, 7.3], [-4.3, -3.4, 3.8], [2.6, 1.4, -3.9], [-1.4, 0.3, 6.9], [-1.9, -3.8, -8.3], [2.1, 3.7, 2.9], [-0.5, -1.2, -1.2], [1.0, 0.2, -1.9], [-1.5, -2.1, 0.2], [-0.7, -0.2, -1.2], [0.3, 0.4, 0.0], [1.4, 2.0, 2.0], [1.3, 0.9, -1.3], [-0.5, 3.5, -1.5], [-3.0, 1.8, 0.4], [3.8, -3.3, -0.2], [3.1, 3.6, 0.3], [-1.1, -1.2, 0.3], [-1.0, -0.6, -1.0], [1.2, -0.8, 2.4], [-2.8, 1.0, 1.9], [0.7, -1.0, 0.2], [-0.4, -3.0, -2.7], [-3.1, 1.6, -3.5], [-2.3, -1.4, 1.4], [1.0, -0.5, -0.4], [3.5, -2.4, -0.5], [1.3, -1.3, 0.0], [1.3, -0.3, -0.4], [2.1, 0.8, 2.4], [-1.4, 0.2, 1.8], [-2.3, 2.1, -1.1], [-0.1, 1.2, 0.4], [0.2, -2.1, -1.3], [2.2, -1.0, -1.0], [-1.9, 2.5, 1.2], [3.8, -0.6, -1.0], [-0.3, -0.4, 0.6], [-0.4, -0.2, 1.1], [0.2, 1.6, -0.5], [-0.1, 1.1, 0.2], [-0.8, -1.5, -0.1], [-2.8, 0.6, 0.9], [1.9, -3.4, 1.6], [1.1, 0.0, 1.4], [-0.5, 0.1, -0.4], [-0.3, -1.2, 2.7], [1.5, 2.5, 0.2], [-0.2, 0.3, -0.6], [-3.3, 0.4, -1.8], [-1.4, -0.5, -1.4], [0.2, 0.2, -0.8], [1.1, 1.5, -1.0]], "mulliken_charge": [-0.7002, 0.2590, -0.6627, -0.4258, -0.7154, -0.5263, -0.6166, 0.0755, 0.3261, 0.4472, 0.3122, 0.0631, 0.4565, -0.2814, 0.3049, 0.3933, 0.6601, 0.4851, 0.1812, 0.4515, 0.3768, -3.0430, 0.3742, 0.9564, -0.4856, -1.0107, 0.2100, 0.6731, -0.6462, -0.4330, 0.4643, 2.2310, 0.5512, 0.4221, -0.3505, -0.6508, 0.0626, 0.9740, -0.6397, -0.7461, 0.6436, 0.7287, -0.7428, -0.4087, -0.4536, 0.4035, 0.1469, 0.3667, 0.3495, -0.9267, 0.2275, 0.7817, -0.5408, -0.7578, 0.2921, 0.6331, -0.6189, -0.2759, -0.5498, 0.5203, 0.5500, 0.2928, 0.3911, -0.3081, -0.3177, 0.7860, -0.5332, -0.7054, 0.4374, 0.6420, -0.5819, -0.2347, -0.4874, 0.4474, 0.5165, 0.1943, 0.3240, -1.2789, 0.9039, -0.5860, -1.3175, 0.3049, 0.3898, 0.4177, 0.3865, 0.3635, 0.4493, -1.1059, 0.8312, -0.6261, -1.0126, 0.4733, 0.3275, 0.1239, 0.1909, 0.3819, 0.2874, -1.0813, 0.7982, -0.5774, -1.0183, 0.2067, 0.3649, 0.3824, 0.2827, 0.2566, 0.4005, -1.1087, 1.0792, -0.2794, -1.5026, 0.2831, 0.4187, 0.1867, 0.2973, 0.3329, 0.3647]}